1.
DFT (ωB97M-V/def2-TZVPD) results for a structure of composition C47H69BMoN12OP.

```
132
Properties=species:S:1:pos:R:3:lowdin_spin:R:1
Mo 0.29 0.35 -0.72 2.681
P 1.50 2.56 0.26 0.040
O -2.35 0.64 -1.43 0.028
N 4.45 -0.41 3.72 0.000
N 0.10 -1.39 -2.07 0.011
N -0.24 1.67 -2.70 0.011
N 0.39 -1.17 0.82 0.058
N -0.50 0.97 -3.84 0.004
N 0.35 -0.54 -5.72 0.000
N 2.52 0.78 -2.97 0.015
N 2.42 0.68 2.80 0.001
N 0.38 -1.37 -3.40 0.002
N -0.88 -0.85 -6.18 0.000
N 1.91 0.61 -4.16 0.001
N -2.49 0.19 0.93 0.004
C 3.05 -1.40 -0.73 0.016
C 2.45 1.42 -5.09 0.001
C 2.55 -2.33 0.35 0.010
C 0.01 -3.48 -2.86 0.004
C 0.32 -2.62 -3.89 0.013
C 0.59 -1.35 4.15 0.001
C 0.68 -1.67 -7.59 0.000
C -2.92 -0.63 -1.67 0.003
C -6.13 0.47 -0.96 0.000
C -4.66 1.27 3.78 0.000
C -0.69 -1.51 -7.31 0.000
C 5.61 0.40 4.05 0.000
C -5.02 1.41 -0.49 0.001
C 1.02 3.41 1.81 0.011
C 4.67 -1.82 3.40 0.000
C 0.48 -2.77 3.61 0.001
C -5.80 1.74 3.16 0.001
C 3.48 2.11 -4.51 0.001
C 3.32 2.51 0.41 0.001
C 3.48 1.67 -3.18 0.002
C 3.37 0.18 3.24 0.000
C -0.88 -1.67 1.16 0.004
C -5.37 2.85 -0.90 0.000
C -5.84 1.73 1.79 0.000
C 1.27 -2.98 2.31 0.009
C -3.63 0.75 1.64 -0.003
C -1.62 1.58 4.40 0.000
C 4.35 -0.72 -0.28 0.002
C 2.06 -4.13 2.38 -0.001
C 3.07 -4.42 1.48 0.010
C -2.37 0.35 3.87 0.000
C -4.78 1.27 1.00 0.001
C -0.92 2.81 -2.84 0.007
C -1.86 2.37 0.22 0.012
C -0.93 -3.36 3.73 0.001
C -0.11 -2.67 -1.75 0.017
C 3.30 -2.12 -2.06 0.002
C -1.62 2.85 -4.04 0.002
C -2.78 -0.57 5.03 0.000
C 3.33 -3.47 0.52 -0.001
C 1.30 -1.04 -6.55 0.000
C 1.40 3.96 -0.91 0.002
C -1.32 1.66 -4.64 0.005
C 1.40 -2.11 1.16 0.006
C -2.10 -1.13 1.21 0.018
C -1.78 0.88 -0.11 -0.041
C -3.58 0.78 3.06 0.001
B 0.53 -0.09 -4.27 0.001
H -1.54 -1.85 -7.88 0.000
H 3.43 -1.40 -2.86 0.000
H 4.14 2.83 -4.98 0.000
H 2.35 -0.93 -6.32 0.000
H 4.21 -2.72 -2.00 0.000
H -1.17 -3.53 4.78 0.000
H 6.11 -0.03 4.92 0.000
H 2.14 4.71 -0.63 0.000
H -5.96 -0.56 -0.63 0.000
H 0.28 -0.60 3.42 0.000
H -4.11 1.17 -1.03 0.000
H -4.59 1.31 4.86 0.000
H 3.62 1.89 1.24 0.000
H -1.91 -0.92 5.58 0.000
H -6.35 3.16 -0.53 0.000
H -7.11 0.78 -0.58 0.000
H 3.66 -5.32 1.57 0.001
H 4.15 1.95 -2.39 0.000
H -3.82 -0.80 -1.08 0.000
H 5.35 -1.93 2.55 0.000
H -1.61 1.25 -5.59 0.000
H 1.63 -1.13 4.40 0.000
H 3.74 2.10 -0.50 0.000
H 0.01 -1.24 5.06 0.000
H -6.19 0.46 -2.06 0.000
H -3.18 -0.64 -2.73 0.000
H 2.33 -0.60 -0.91 0.012
H 1.14 -2.16 -8.44 0.000
H 0.05 3.88 1.67 0.000
H -1.69 -0.20 3.23 0.000
H 1.75 4.19 2.02 0.001
H 4.70 -0.02 -1.04 0.000
H -2.26 3.64 -4.40 0.000
H 1.58 3.63 -1.93 0.000
H 4.17 -3.61 -0.15 0.000
H -1.00 -4.32 3.21 0.000
H 0.98 2.71 2.63 0.000
H -0.73 1.27 4.95 0.000
H -2.25 2.17 5.06 0.000
H -1.70 -2.70 3.33 0.000
H -0.34 -2.93 -0.73 0.001
H -0.90 3.57 -2.08 0.000
H 1.06 -3.37 4.33 0.000
H 1.90 -4.80 3.22 0.000
H 5.11 -2.31 4.28 0.000
H -4.63 3.56 -0.52 0.000
H 5.29 1.41 4.30 0.000
H -2.88 2.74 0.17 0.001
H 0.42 4.44 -0.86 0.000
H 0.49 -2.82 -4.93 0.001
H -3.42 -0.07 5.74 0.000
H -3.32 -1.45 4.66 0.000
H -1.51 2.49 1.24 0.001
H -5.38 2.93 -1.99 0.000
H 3.69 3.52 0.55 0.000
H 6.32 0.44 3.22 0.000
H -2.23 -1.45 -1.46 0.002
H 2.06 1.46 -6.09 0.000
H 2.47 -2.79 -2.31 0.000
H -0.11 -4.55 -2.91 0.000
H 4.21 -0.18 0.66 0.000
H 3.73 -2.29 3.16 0.000
H -1.25 2.98 -0.42 0.003
H 5.13 -1.47 -0.13 0.000
H -6.72 2.10 1.28 0.000
H -0.88 -2.74 1.36 0.000
H -2.91 -1.79 1.51 0.002
H -6.63 2.11 3.74 0.000
H -1.30 2.22 3.57 0.000
```

Summary:
**⟨S²⟩**: 3.79
**Highest occupied orbital energy (alpha / beta)**: -6.042 / -6.301 eV
**Energy above the lowest of the compared OMol25 structures with the same formula, charge and spin**: 133.08 kJ/mol
**E_LUMO (alpha / beta)**: 0.564 / 0.558 eV
**Multiplicity**: 4

2.
DFT (ωB97M-V/def2-TZVPD) results for a structure of composition C47H69GeN2O12SeSn.

```
133
Properties=species:S:1:pos:R:3:lowdin_spin:R:1
Sn 0.13 -0.04 -0.17 0.011
Se -1.68 -0.89 2.38 0.055
Ge -0.77 -0.04 -3.72 0.000
O 1.94 1.08 -0.35 0.005
O -0.46 -3.23 0.79 0.306
O 3.83 1.44 0.78 0.001
O 4.09 6.04 2.46 0.000
O 1.30 -1.10 1.34 -0.002
O -2.14 2.90 2.63 0.000
O 0.64 -0.84 -2.76 0.003
O -2.00 -1.00 -2.71 0.001
O -0.14 1.59 1.49 0.002
O -1.75 4.81 3.52 0.000
O -0.77 1.42 -2.52 0.004
O 2.38 6.95 3.40 0.000
N 2.91 6.03 2.79 0.000
N -1.39 3.81 2.89 0.000
C -6.67 -3.14 1.50 0.011
C -0.63 3.57 -1.57 0.000
C -0.39 2.74 -2.83 0.000
C -4.01 -0.46 -3.97 0.000
C -4.00 -2.04 -2.03 0.001
C -4.35 -4.03 1.74 0.183
C 4.04 -3.90 2.93 0.000
C 0.68 -2.86 6.72 0.000
C -1.46 -7.11 0.83 0.009
C 0.85 -2.46 5.26 0.002
C 2.69 3.80 1.75 0.000
C 1.10 2.78 -3.19 0.000
C -3.65 0.40 -1.65 0.000
C 2.24 -2.18 3.24 0.001
C 1.73 -1.54 -3.31 0.000
C 2.05 -2.55 4.56 0.000
C -0.45 -3.89 6.87 0.000
C 2.64 1.64 0.59 0.000
C 2.11 4.87 2.45 0.000
C -0.13 -5.55 -0.57 -0.001
C -2.43 -2.56 1.87 0.143
C 0.54 2.61 1.76 0.000
C -5.82 -4.27 2.10 0.022
C 2.67 -0.56 -4.03 0.000
C -0.23 -1.96 4.54 0.003
C -2.37 -6.23 -1.34 0.007
C 1.94 2.71 1.40 0.000
C -3.59 -4.96 1.03 -0.007
C 0.32 -1.61 7.55 0.000
C 0.78 4.84 2.81 0.000
C -1.55 -5.88 -0.09 0.015
C -3.38 -0.76 -2.60 0.000
C 0.01 3.74 2.48 0.000
C -1.63 -3.51 1.09 0.059
C -0.09 -1.56 3.22 0.011
C -3.74 -2.84 2.16 -0.022
C -2.27 -4.76 0.68 0.166
C -1.23 3.29 -3.98 0.000
C 3.79 -2.24 1.14 0.000
C -5.97 -4.27 3.63 0.011
C 1.26 -2.62 -4.29 0.000
C 2.47 -2.18 -2.14 0.000
C 1.95 -3.47 7.31 0.000
C 3.65 -2.44 2.65 0.000
C 1.15 -1.58 2.53 0.000
C -6.34 -5.60 1.56 0.000
C 4.65 -1.50 3.34 0.000
H 5.66 -1.68 2.95 0.000
H -3.37 -6.61 -1.09 0.000
H -2.29 3.26 -3.71 0.000
H -5.09 -1.99 -2.03 0.000
H -1.21 -1.87 5.00 0.000
H 0.55 -5.37 0.26 0.000
H 5.03 -4.10 2.52 0.000
H -3.67 -2.89 -2.62 0.000
H 4.40 -0.46 3.13 0.000
H 0.34 5.67 3.34 0.000
H 2.24 -4.37 6.77 0.000
H -1.09 2.69 -4.89 0.000
H -0.40 4.63 -1.74 0.000
H -3.77 -1.26 -4.67 0.000
H -1.68 3.48 -1.26 0.000
H -5.78 -6.45 1.97 0.000
H -6.39 -2.17 1.90 0.000
H 1.78 -3.74 8.35 0.000
H -1.40 -3.49 6.52 0.000
H -4.06 -5.89 0.73 -0.004
H -0.57 -4.19 7.91 0.000
H -5.38 -5.06 4.08 0.001
H -7.02 -4.42 3.90 0.002
H -4.30 -2.11 2.73 -0.004
H -0.86 -6.89 1.71 0.000
H 3.57 -1.06 -4.39 0.000
H 3.09 -2.86 0.59 0.000
H 1.44 3.81 -3.35 0.000
H -2.49 -5.36 -1.98 0.000
H -6.28 -5.65 0.47 0.000
H -5.65 -3.32 4.06 0.000
H 3.33 -2.76 -2.47 0.000
H 1.28 2.22 -4.11 0.000
H 2.11 -3.21 -4.66 0.000
H 2.96 0.24 -3.33 0.000
H -5.09 -0.37 -3.89 0.000
H -7.39 -5.72 1.85 0.000
H -0.96 4.33 -4.21 0.000
H 3.33 -4.58 2.46 0.000
H -0.11 -4.67 -1.20 0.000
H 4.81 -2.53 0.86 0.000
H -0.23 -4.78 6.27 0.000
H 0.18 -1.87 8.60 0.000
H 3.74 3.83 1.49 0.000
H 3.64 -1.21 0.84 0.000
H 2.91 -2.96 5.09 0.000
H 4.68 -1.64 4.42 0.000
H -1.85 -7.01 -1.91 0.001
H 2.82 -1.40 -1.45 0.000
H -0.60 -1.15 7.19 0.000
H -2.45 -7.44 1.16 0.000
H -6.54 -3.10 0.41 0.000
H -3.66 -2.18 -1.00 0.001
H -0.99 -7.94 0.29 0.001
H 0.00 3.20 -0.76 0.000
H 1.79 -2.83 -1.58 0.000
H 2.79 -2.77 7.27 0.000
H -3.21 0.20 -0.67 0.000
H 1.68 2.33 -2.39 0.000
H 0.56 -3.29 -3.79 0.000
H -7.72 -3.31 1.72 0.002
H -3.19 1.32 -2.02 0.000
H 0.24 -6.41 -1.14 0.000
H 2.15 -0.10 -4.88 0.000
H 1.11 -0.86 7.47 0.000
H -4.72 0.57 -1.52 0.000
H -3.62 0.47 -4.38 0.000
H 4.06 -4.13 4.00 0.000
H 0.75 -2.17 -5.14 0.000
```

Summary:
**Net charge**: -2
**⟨S²⟩**: 0.79
**Highest occupied orbital energy (alpha / beta)**: -2.155 / -2.153 eV
**Energy above the lowest of the compared OMol25 structures with the same formula, charge and spin**: 33.39 kJ/mol
**E_LUMO (alpha / beta)**: 3.455 / 2.259 eV
**Multiplicity**: 2

3.
DFT (ωB97M-V/def2-TZVPD) results for a cluster of 8 separate species, C47H72BClF8NO25P in total in a non-equilibrium geometry.

```
156
Properties=species:S:1:pos:R:3:mulliken_charge:R:1
Cl -2.90 -0.48 3.99 -0.299
P -3.43 -2.47 3.55 -0.041
F 11.27 -1.73 -2.11 -0.290
F -7.51 -5.66 5.09 -0.181
F -0.65 -8.48 -4.24 -0.270
F 1.78 -1.66 6.23 -0.472
F 4.70 -5.85 -0.78 -0.212
F 7.30 -7.72 1.41 -0.286
F -6.50 9.28 -7.39 -0.273
F -1.29 10.23 -4.91 -0.279
O -4.54 -2.77 4.70 -0.400
O 3.69 -9.15 -4.90 -0.478
O 8.98 -6.33 1.97 -0.324
O -5.65 12.48 -6.47 -0.353
O -4.69 10.49 -6.80 -0.328
O 7.63 -4.14 -1.28 -0.538
O 1.77 -3.00 -2.52 -0.501
O 1.60 -8.44 -4.45 -0.251
O 3.19 -4.25 -1.29 -0.246
O 9.59 -4.74 -2.21 -0.302
O -8.25 -7.63 5.92 -0.301
O -8.90 -6.98 7.96 -0.321
O 9.33 -2.67 -1.40 -0.280
O -2.60 -3.48 6.55 -0.708
O -3.55 -5.33 3.46 -0.529
O 2.37 -5.06 -3.20 -0.308
O 10.13 -4.40 2.20 -0.539
O -1.98 7.61 -7.03 -0.354
O 7.89 -4.38 2.02 -0.299
O -1.33 -5.93 4.12 -0.670
O -1.72 8.02 -4.84 -0.202
O -8.88 -9.17 7.45 -0.482
O -2.42 5.98 -5.55 -0.489
O -3.40 12.31 -6.43 -0.457
O 1.91 -10.17 -5.82 -0.341
N -0.38 -3.15 5.87 -0.396
C -0.89 9.07 0.68 -0.606
C -8.49 -6.24 5.84 0.251
C 0.37 -8.63 -5.13 0.292
C -8.69 -8.05 7.14 0.636
C -2.57 8.94 2.63 -0.347
C 10.77 -4.02 -2.55 -0.410
C -0.40 7.19 -2.18 -0.583
C 2.38 -4.00 -2.36 0.600
C 2.52 -9.25 -5.04 0.620
C -4.41 -5.88 4.51 -0.814
C 3.34 -6.01 -2.73 -0.261
C 3.45 -5.64 -1.27 0.255
C -4.47 11.82 -6.55 0.633
C -0.37 1.57 -1.47 -0.397
C 0.29 -3.82 2.84 -2.162
C -0.38 2.22 -2.87 -1.114
C -1.94 -3.43 4.15 1.288
C -1.76 -3.37 5.68 -0.280
C -2.08 7.09 -5.78 0.577
C 1.43 -1.83 4.88 -0.137
C -8.43 -5.81 7.28 -0.344
C 0.27 8.34 0.00 -1.200
C -0.98 0.15 -1.44 -1.280
C 1.78 -0.53 4.18 -0.258
C -1.66 9.00 -6.91 0.097
C 0.49 -10.05 -5.62 -0.434
C 9.11 -4.97 2.08 0.628
C 7.62 -6.65 2.17 0.287
C -1.04 9.05 -5.53 0.245
C -0.05 -2.14 4.83 -0.112
C 3.31 -0.35 4.08 -1.338
C 6.93 -5.39 1.70 -0.001
C 0.29 -2.68 0.55 -0.529
C 10.73 -2.86 -1.58 0.319
C -1.80 8.18 1.54 -0.632
C -0.63 -2.85 3.57 0.277
C -2.97 7.99 3.76 -1.241
C 1.13 -3.10 1.77 -0.118
C -0.73 4.64 -2.11 -0.361
C -6.06 10.23 -6.54 0.297
C -0.11 7.01 -0.68 -0.250
C -1.19 5.97 -2.72 -0.324
C -6.70 11.57 -6.82 -0.457
C 8.73 -3.87 -1.60 0.682
C 0.52 -1.24 0.10 -0.495
C -1.27 3.46 -2.95 -0.557
C 0.09 -0.96 -1.35 -0.895
B -2.31 -4.96 3.90 0.716
H -9.06 -4.95 7.51 0.286
H -0.92 6.49 -0.18 0.255
H -0.92 2.18 -0.76 0.296
H 7.45 -6.89 3.22 0.302
H 0.64 9.00 -0.78 0.376
H 0.76 6.36 -0.60 0.331
H 4.28 -5.85 -3.26 0.270
H -3.27 8.52 4.66 0.370
H -0.26 -4.60 2.32 0.477
H -3.48 9.33 2.17 0.274
H -2.30 3.21 -2.68 0.330
H -0.77 1.51 -3.61 0.471
H -4.28 -2.37 5.54 0.323
H -0.31 -2.81 6.83 0.382
H 1.38 0.30 4.76 0.552
H 3.00 -7.02 -2.90 0.176
H -1.95 9.75 3.03 0.367
H -1.53 -0.03 -2.37 0.499
H 0.17 -10.77 -4.86 0.275
H 0.98 -4.26 3.56 0.550
H -0.45 9.82 1.35 0.462
H -1.69 0.06 -0.62 0.485
H -4.33 -6.96 4.49 0.344
H -6.94 11.69 -7.87 0.277
H 0.03 -0.58 0.82 0.249
H 1.86 -3.83 1.42 0.145
H -1.19 7.38 1.96 0.413
H -7.58 11.76 -6.22 0.280
H 11.65 -4.65 -2.43 0.269
H -2.26 6.09 -2.61 0.210
H -2.16 7.30 3.99 0.340
H 0.35 4.57 -2.03 0.279
H -1.01 8.08 -2.31 0.257
H 6.76 -5.39 0.62 0.004
H 5.98 -5.20 2.21 0.260
H 3.81 -1.10 4.69 0.316
H 10.71 -3.68 -3.58 0.281
H 1.32 -0.48 3.20 0.112
H 0.95 -0.66 -1.94 0.394
H -4.10 -5.47 5.47 0.282
H 0.55 -3.33 -0.29 0.431
H 0.67 1.48 -1.15 0.361
H 0.63 2.50 -3.16 0.395
H -7.40 -5.59 7.59 0.254
H -9.45 -6.06 5.35 0.188
H -6.17 9.88 -5.52 0.296
H 1.09 8.20 0.71 0.414
H -2.57 9.59 -6.96 -0.101
H 2.72 -6.14 -0.62 0.255
H 2.02 -2.67 4.52 0.504
H -0.98 9.31 -7.70 0.275
H 3.62 0.62 4.45 0.370
H 3.67 -0.50 3.06 0.311
H 1.60 -1.07 0.17 0.274
H -0.87 -2.01 2.91 0.613
H 1.69 -2.26 2.18 -0.030
H -1.20 4.53 -1.13 0.228
H -1.27 3.78 -4.00 0.260
H -0.77 -2.87 0.74 0.308
H -3.82 7.38 3.44 0.284
H -2.53 7.72 0.87 0.222
H -0.05 -10.24 -6.54 0.274
H 11.19 -3.05 -0.61 0.253
H 0.04 8.86 -5.51 0.295
H -0.98 5.90 -3.78 0.115
H -0.33 -1.86 -1.79 0.508
H -1.46 9.65 -0.05 0.221
H 0.56 7.31 -2.69 0.226
H -5.41 -5.56 4.27 0.307
H 0.27 -7.88 -5.91 0.282
H -1.42 -6.34 4.98 0.339
H -0.67 -1.27 5.04 0.479
```

Summary:
**Highest occupied orbital energy**: -9.020 eV
**Structure (SMILES)**: CCCCCCCCCCCCCCCCCC[C@@H]1[C@H]([C@H](F)CC)NC(=O)[C@@]1(B(O)OC)P(O)Cl.O=C1OC[C@@H](F)O1.O=C1OC[C@@H](F)O1.O=C1OC[C@@H](F)O1.O=C1OC[C@@H](F)O1.O=C1OC[C@@H](F)O1.O=C1OC[C@@H](F)O1.O=C1OC[C@@H](F)O1
**E_LUMO**: 0.329 eV